one) Density functional theory data (wB97M-V/def2-TZVPD) for C4H4O2 in the gas phase.

The geometry in XYZ format:
```
10
Properties=species:S:1:pos:R:3
O 1.34 -0.67 1.79
C 1.38 -0.14 0.48
C 0.24 0.70 0.13
C -0.79 0.86 -0.48
C -1.87 0.23 -1.22
O -1.68 -0.87 -1.70
H 0.62 -0.25 2.27
H 1.27 -0.96 -0.24
H 2.33 0.36 0.28
H -2.83 0.74 -1.30
```

The frontier orbital gap comes out at 10.16 eV. Its structure (SMILES) is O=CC#CCO. The value obtained for the LUMO energy is -0.11 eV. The spin multiplicity is 1. For the HOMO energy, the calculation gives -0.37752 Ha.


two) Density functional theory data (wB97M-V/def2-TZVPD) for C4H4O2 in the gas phase.

The geometry in XYZ format:
```
10
Properties=species:S:1:pos:R:3
O -2.54 -0.59 0.05
C -1.48 0.15 -0.35
C 0.64 0.23 -0.17
O -0.23 -0.73 -0.12
C 1.92 0.06 0.35
C 3.04 0.32 0.75
H -2.50 -1.41 -0.46
H -1.47 1.07 0.26
H -1.40 0.40 -1.41
H 4.02 0.49 1.10
```

The frontier orbital gap comes out at 8.04 eV. The value obtained for the LUMO energy is -0.14 eV. The spin multiplicity is 1. For the HOMO energy, the calculation gives -0.30063 Ha.


three) Density functional theory data (wB97M-V/def2-TZVPD) for C4H4O2 in the gas phase.

The geometry in XYZ format:
```
10
Properties=species:S:1:pos:R:3
O -1.41 0.18 1.81
C -0.76 0.02 0.82
C 0.56 -0.72 0.53
C 0.66 0.15 -0.71
O -0.41 -0.24 -1.54
C -0.71 0.71 -0.54
H 0.41 -1.79 0.35
H 1.35 -0.53 1.27
H 1.55 0.62 -1.12
H -1.23 1.61 -0.87
```

The frontier orbital gap comes out at 10.63 eV. Its structure (SMILES) is O=C1C[C@H]2O[C@@H]12. The value obtained for the LUMO energy is 0.95 eV. The spin multiplicity is 1. For the HOMO energy, the calculation gives -0.35562 Ha.


The winner here is three), beating the second structure by 21.7 kcal/mol.